ORCA calculation (ωB97M-V with the def2-TZVPD basis set) on one molecule with the formula C2H3N3S2.

Geometry as XYZ:
```
10
Properties=species:S:1:pos:R:3:mulliken_charge:R:1
S 0.697 3.059 0.369 -0.36
C 0.370 1.415 0.495 0.12
N 0.111 0.679 1.627 -0.40
C 0.187 -0.571 1.066 0.06
N -0.037 -0.581 -0.246 0.09
S -0.064 -1.976 -1.366 -0.08
N 0.390 0.635 -0.691 -0.23
H -0.067 -1.546 1.608 0.30
H -1.459 -2.104 -1.298 0.20
H -0.128 0.990 -1.563 0.32
```

As for the SMILES: S=c1ncn(S)[nH]1. As for the relative energy (zero: lowest compared OMol25 entry of this formula, charge and spin): 191.1 kJ/mol. The value obtained for the gap between HOMO and LUMO is 7.59 eV. The value obtained for the energy is -28260.788 eV.

***

ORCA calculation (ωB97M-V with the def2-TZVPD basis set) on a 2-piece molecular cluster, C12H22BNO7PS2 overall.

Geometry as XYZ:
```
46
Properties=species:S:1:pos:R:3:mulliken_charge:R:1
C 0.076 -2.069 1.802 -0.98
B -0.889 -1.109 1.051 0.81
O -1.248 -1.352 -0.234 -0.86
N -1.594 0.158 1.651 0.38
C -1.575 1.227 0.556 -1.48
C -0.231 1.379 -0.074 1.28
C 0.984 1.439 0.580 0.50
C 2.177 1.517 -0.127 -1.29
C 2.186 1.527 -1.509 0.86
C 3.443 1.531 -2.310 -1.23
C 0.966 1.505 -2.172 -0.79
C -0.212 1.444 -1.461 -1.09
C -3.041 -0.232 1.814 -1.29
S -3.371 -1.760 2.737 1.07
O -4.494 -1.466 3.575 -0.64
O -3.533 -2.822 1.797 -0.57
P -0.957 0.925 3.270 0.10
O 0.438 0.245 3.730 -0.36
O -0.610 2.490 3.022 -0.25
S -2.251 0.787 4.698 -0.32
H 0.007 -2.076 2.884 0.39
H -0.054 -3.080 1.443 0.33
H 1.100 -1.764 1.577 0.32
H -0.497 -1.365 -0.853 0.20
H -2.019 2.147 0.917 0.59
H -2.234 0.894 -0.227 0.55
H 1.045 1.386 1.650 0.30
H 3.105 1.532 0.415 0.32
H 3.591 2.452 -2.855 0.29
H 4.290 1.289 -1.680 0.35
H 3.355 0.740 -3.047 0.25
H 0.946 1.459 -3.241 0.54
H -1.139 1.389 -2.006 0.31
H -3.626 0.579 2.232 0.51
H -3.441 -0.469 0.837 0.58
H -2.303 -1.938 3.550 0.15
H 1.077 0.912 4.028 0.28
H -0.164 2.804 3.830 0.34
O 1.727 0.148 -4.485 -0.73
C 1.800 -1.162 -4.580 -0.66
C 0.874 -1.913 -3.386 0.49
O 0.955 -3.209 -3.438 -0.83
H 2.807 -1.616 -4.439 0.22
H 1.419 -1.616 -5.520 0.33
H -0.141 -1.465 -3.553 0.03
H 1.254 -1.419 -2.445 -0.25
```

The net charge is -1. The value obtained for the gap between HOMO and LUMO is 1.78 eV. The value obtained for the energy is -60255.163 eV.

***

ORCA calculation (ωB97M-V with the def2-TZVPD basis set) on CH7N4 as an isolated structure.

Geometry as XYZ:
```
12
Properties=species:S:1:pos:R:3:mulliken_charge:R:1
C 1.029 0.609 0.404 0.08
N 1.947 0.206 -0.320 -0.47
N 0.068 -1.486 0.014 -0.25
N -0.133 -0.382 0.607 -0.07
N -1.513 0.534 -0.126 -0.51
H 0.871 1.529 0.959 0.39
H 2.771 0.779 -0.461 0.29
H 0.735 -1.547 -0.757 0.26
H -0.450 -2.300 0.322 0.26
H -2.304 -0.096 -0.017 0.34
H -1.633 1.346 0.473 0.33
H -1.387 0.808 -1.097 0.34
```

The net charge is +1. As for the relative energy (zero: lowest compared OMol25 entry of this formula, charge and spin): 115.0 kJ/mol. The value obtained for the gap between HOMO and LUMO is 10.38 eV. The value obtained for the energy is -7101.655 eV.

***

ORCA calculation (ωB97M-V with the def2-TZVPD basis set) on C20H21IrN6O2 as an isolated structure.

Geometry as XYZ:
```
50
Properties=species:S:1:pos:R:3:mulliken_charge:R:1
Ir -0.666 0.454 -0.946 1.51
C 1.782 -1.788 -3.818 -0.92
C 0.822 -0.965 -3.224 -0.03
N 0.983 -0.432 -2.022 0.07
C 2.097 -0.684 -1.302 0.32
C 3.133 -1.478 -1.850 0.96
C 2.947 -2.025 -3.136 -0.54
C 4.302 -1.718 -1.102 -0.89
C 4.403 -1.173 0.145 -1.43
C 3.373 -0.400 0.695 -0.67
C 2.187 -0.136 0.016 0.92
N 1.081 0.556 0.450 -0.09
C 0.819 1.144 1.662 0.72
C 1.639 1.243 2.782 -0.72
C 1.236 1.887 3.959 -1.45
C 0.002 2.458 4.080 -0.90
C -0.884 2.383 2.989 0.90
C -2.187 2.922 3.045 -0.52
C -3.034 2.777 1.977 -0.92
C -2.562 2.115 0.842 0.01
N -1.335 1.628 0.761 -0.06
C -0.480 1.728 1.800 0.37
H 1.597 -2.222 -4.789 0.43
H -0.097 -0.731 -3.745 0.47
H 3.730 -2.639 -3.561 0.46
H 5.092 -2.323 -1.524 0.43
H 5.292 -1.337 0.738 0.42
H 3.553 -0.016 1.678 0.34
H 2.630 0.838 2.787 0.30
H 1.935 1.929 4.783 0.42
H -0.306 2.952 4.990 0.44
H -2.504 3.433 3.944 0.47
H -4.047 3.149 2.002 0.43
H -3.208 1.966 -0.014 0.41
N -1.709 1.613 -3.129 -0.44
N -0.803 2.296 -2.254 -0.49
H -1.695 1.988 -4.075 0.28
H -2.657 1.684 -2.776 0.22
H -1.132 3.212 -1.951 0.29
H 0.077 2.420 -2.748 0.34
N -2.307 -3.801 0.802 -0.24
C -3.161 -2.934 -0.065 -0.55
C -2.323 -1.669 -0.372 0.88
O -2.782 -0.729 -1.016 -0.69
O -1.143 -1.697 0.103 -1.00
H -2.688 -3.931 1.736 0.37
H -1.417 -3.172 0.824 0.35
H -2.092 -4.709 0.395 0.37
H -4.081 -2.644 0.436 0.33
H -3.411 -3.424 -1.003 0.31
```

The net charge is +2. As for the relative energy (zero: lowest compared OMol25 entry of this formula, charge and spin): 236.1 kJ/mol. The value obtained for the gap between HOMO and LUMO is 5.49 eV. The value obtained for the energy is -36940.785 eV.

***

> Which value of energy does entry 1 give?

-28260.788 eV

***

> What is the formula in the third record?

CH7N4

***

> Look up the energy of the second one.

-60255.163 eV